No. 1
This record from OMol25 describes C29H31N3O7 in the gas phase. The level of theory is the ωB97M-V functional and the def2-TZVPD basis.

Properties
F_max (eV/A): 0.8
Multiplicity: 1
Highest occupied orbital energy (eV): -8.104
Gap between HOMO and LUMO (eV): 8.0
SMILES: COc1cc([C@@H]2/C(=C(\O)c3ccc4c(c3)C[C@@H](C)O4)C(=O)C(=O)N2CCCn2ccnc2)cc(OC)c1OC
M (g/mol): 533.58
Energy relative to the best compared isomer or geometry (same formula, charge and spin) (kcal per mole): 0.0

CARTESIAN COORDINATES (ANGSTROEM)
1 C -1.4468 -1.3946 3.4798
2 O -2.2790 -1.9190 2.4722
3 C -2.1399 -1.4572 1.2001
4 C -1.2299 -0.4749 0.8408
5 C -1.1114 -0.0845 -0.4874
6 C -0.1466 1.0232 -0.8539
7 C 1.2999 0.7366 -0.5005
8 C 1.9505 -0.3916 -0.9024
9 O 1.3299 -1.3833 -1.5619
10 C 3.3668 -0.6592 -0.6576
11 C 3.7582 -1.9542 -0.3134
12 C 5.0812 -2.2676 -0.0609
13 C 6.0181 -1.2547 -0.1786
14 C 5.6425 0.0369 -0.5614
15 C 4.3296 0.3464 -0.8039
16 C 6.8822 0.8774 -0.6291
17 C 7.9581 -0.0883 -0.0838
18 C 8.4752 0.3341 1.2871
19 O 7.3430 -1.3840 0.0272
20 C 1.7691 1.7506 0.4232
21 O 2.8457 1.8676 0.9697
22 C 0.5750 2.6701 0.6749
23 O 0.5173 3.6186 1.4258
24 N -0.4407 2.2301 -0.1073
25 C -1.7893 2.7149 0.0509
26 C -2.5103 2.9409 -1.2771
27 C -3.9969 3.2356 -1.0463
28 N -4.6503 2.1339 -0.3906
29 C -4.9471 2.0424 0.9404
30 C -5.4673 0.7963 1.1297
31 N -5.4901 0.1217 -0.0508
32 C -4.9932 0.9438 -0.9347
33 C -1.9158 -0.6677 -1.4455
34 C -2.8647 -1.6359 -1.1043
35 O -3.5853 -2.0911 -2.1555
36 C -4.8459 -2.7040 -1.9491
37 C -2.9722 -2.0545 0.2280
38 O -3.8076 -3.0945 0.5483
39 C -4.8231 -2.8451 1.5077
40 H -1.6152 -0.3229 3.6251
41 H -0.3895 -1.5718 3.2614
42 H -1.7202 -1.9278 4.3890
43 H -0.5937 -0.0091 1.5763
44 H -0.2327 1.2309 -1.9331
45 H 0.3703 -1.2394 -1.6100
46 H 3.0022 -2.7189 -0.2247
47 H 5.3802 -3.2636 0.2219
48 H 4.0457 1.3372 -1.1162
49 H 6.7968 1.7707 -0.0105
50 H 7.0945 1.1887 -1.6537
51 H 8.7994 -0.2031 -0.7768
52 H 9.1488 -0.4235 1.6791
53 H 7.6412 0.4501 1.9756
54 H 9.0088 1.2774 1.2089
55 H -1.7107 3.6483 0.6153
56 H -2.3588 1.9901 0.6484
57 H -2.0558 3.7722 -1.8170
58 H -2.4319 2.0418 -1.8895
59 H -4.4872 3.4179 -2.0075
60 H -4.1118 4.1243 -0.4207
61 H -4.7781 2.8535 1.6184
62 H -5.8294 0.3479 2.0330
63 H -4.8734 0.7194 -1.9758
64 H -1.8553 -0.3795 -2.4850
65 H -5.4780 -2.0788 -1.3138
66 H -5.2854 -2.7825 -2.9433
67 H -4.7421 -3.6981 -1.5125
68 H -5.4078 -3.7624 1.5518
69 H -5.4564 -2.0157 1.1820
70 H -4.4043 -2.6294 2.4916

Here are the Mulliken charges for atoms 1 to 4, given in e: C -0.93; O -0.48; C 0.60; C -0.72



No. 2
This record from OMol25 describes 3 unconnected molecules or ions with the total composition C2H9NO4. The level of theory is the ωB97M-V functional and the def2-TZVPD basis.

Properties
F_max (eV/A): 1.0
Multiplicity: 1
Highest occupied orbital energy (eV): -9.493
Gap between HOMO and LUMO (eV): 9.7
SMILES: NCC(=O)O.O.O
M (g/mol): 111.10
Energy relative to the best compared isomer or geometry (same formula, charge and spin) (kcal per mole): 5.3

CARTESIAN COORDINATES (ANGSTROEM)
1 N -1.9185 -1.5253 1.0643
2 C -0.4995 -1.6005 0.8312
3 C 0.0757 -0.5302 -0.0892
4 O -0.3575 0.5950 -0.1944
5 O 1.1765 -0.9704 -0.6835
6 H -2.1391 -0.7405 1.6560
7 H -2.4111 -1.3945 0.1929
8 H -0.1489 -2.5527 0.4519
9 H -0.0016 -1.4189 1.7829
10 H 1.6010 -0.4155 -1.3696
11 O -0.8465 2.3413 1.9652
12 H -0.3842 1.8661 1.2642
13 H -0.8652 3.2741 1.7527
14 O 2.0223 0.7343 -2.7084
15 H 2.0800 1.6656 -2.4534
16 H 2.6166 0.6721 -3.4627

Here are the Mulliken charges for atoms 1 to 4, given in e: N -0.58; C -0.53; C 0.64; O -0.69



No. 3
This record from OMol25 describes a gas-phase ion, C6H8ClN2O (charge +1) in a non-equilibrium geometry. The level of theory is the ωB97M-V functional and the def2-TZVPD basis.

Properties
F_max (eV/A): 5.1
Multiplicity: 1
Highest occupied orbital energy (eV): -15.412
Gap between HOMO and LUMO (eV): 8.9
SMILES: CCC1=N[C@H](Cl)C(C=O)=[NH+]1
M (g/mol): 159.60
Net charge: +1
Energy relative to the best compared isomer or geometry (same formula, charge and spin) (kcal per mole): 55.3

CARTESIAN COORDINATES (ANGSTROEM)
1 C -2.8421 0.8339 0.1879
2 C -1.6829 0.0666 -0.5840
3 C -0.3837 0.2154 -0.0834
4 N 0.1370 1.0871 0.6403
5 C 1.5536 0.7814 0.7652
6 Cl 2.6678 1.6935 -0.4314
7 C 1.7370 -0.5511 0.1304
8 C 2.8731 -1.6011 0.0301
9 O 4.0302 -1.4355 0.1799
10 N 0.5706 -0.8054 -0.3558
11 H -3.7857 0.6962 -0.3428
12 H -2.5490 1.8494 0.2170
13 H -3.0971 0.4574 1.1841
14 H -1.6587 0.7303 -1.5097
15 H -2.0521 -0.9328 -0.9138
16 H 1.7503 1.0715 1.8318
17 H 2.3173 -2.5081 -0.1327
18 H 0.4143 -1.6488 -0.8132

Here are the Mulliken charges for atoms 1 to 4, given in e: C -1.15; C -0.30; C 0.26; N -0.41



No. 4
This record from OMol25 describes C24H28FN3O2S in the gas phase in a non-equilibrium geometry. The level of theory is the ωB97M-V functional and the def2-TZVPD basis.

Properties
F_max (eV/A): 1.3
Multiplicity: 1
Highest occupied orbital energy (eV): -7.750
Gap between HOMO and LUMO (eV): 8.3
SMILES: CCN(CC)CCCN(C(=O)c1ccccc1F)c1nc(-c2ccc(OC)cc2)cs1
M (g/mol): 441.57
Energy relative to the best compared isomer or geometry (same formula, charge and spin) (kcal per mole): 0.0

CARTESIAN COORDINATES (ANGSTROEM)
1 C 0.1655 -0.4272 -5.4703
2 C 0.5475 -1.9028 -5.4328
3 N -0.1350 -2.6001 -4.3520
4 C -0.5236 -3.9552 -4.7061
5 C -1.8339 -3.9615 -5.4878
6 C 0.5688 -2.5206 -3.0845
7 C -0.4137 -2.5417 -1.9095
8 C -1.2022 -1.2296 -1.8042
9 N -0.6075 -0.3283 -0.8271
10 C 0.2816 0.6329 -1.2548
11 O 0.4113 0.9039 -2.4288
12 C 1.1106 1.2992 -0.2093
13 C 1.1509 2.6845 -0.1227
14 C 1.9816 3.3081 0.7926
15 C 2.8001 2.5556 1.6174
16 C 2.7970 1.1733 1.5273
17 C 1.9583 0.5667 0.6157
18 F 1.9647 -0.7813 0.5225
19 C -0.9445 -0.4791 0.4899
20 N -0.7200 0.3823 1.4134
21 C -1.1621 -0.0241 2.6392
22 C -0.9365 0.8430 3.7853
23 C -0.3100 2.0720 3.5947
24 C -0.0575 2.9210 4.6547
25 C -0.4339 2.5551 5.9432
26 O -0.2358 3.3057 7.0606
27 C 0.3925 4.5574 6.9285
28 C -1.0662 1.3248 6.1407
29 C -1.3126 0.4828 5.0811
30 C -1.7742 -1.2460 2.6287
31 S -1.7860 -1.9256 1.0479
32 H -0.9087 -0.3304 -5.6068
33 H 0.4431 0.0770 -4.5498
34 H 0.6695 0.0651 -6.2987
35 H 1.6420 -2.0046 -5.3458
36 H 0.2528 -2.3627 -6.3786
37 H -0.6654 -4.5287 -3.7878
38 H 0.2629 -4.4634 -5.2907
39 H -2.6106 -3.4761 -4.9033
40 H -1.7302 -3.4263 -6.4278
41 H -2.1375 -4.9832 -5.7031
42 H 1.2933 -3.3456 -2.9689
43 H 1.1266 -1.5839 -3.0553
44 H -1.1131 -3.3678 -2.0336
45 H 0.1409 -2.7106 -0.9846
46 H -2.2368 -1.4156 -1.5071
47 H -1.1939 -0.7256 -2.7722
48 H 0.5150 3.2635 -0.7744
49 H 1.9920 4.3854 0.8578
50 H 3.4481 3.0408 2.3310
51 H 3.4319 0.5648 2.1515
52 H -0.0194 2.3551 2.5955
53 H 0.4317 3.8631 4.4630
54 H -0.1850 5.2317 6.2880
55 H 1.4074 4.4579 6.5303
56 H 0.4404 4.9706 7.9348
57 H -1.3530 1.0546 7.1447
58 H -1.7994 -0.4628 5.2617
59 H -2.2196 -1.7876 3.4366

Here are the Mulliken charges for atoms 1 to 4, given in e: C -1.05; C -0.77; N 0.81; C -0.84



No. 5
This record from OMol25 describes C6H9NS2 in the gas phase in a non-equilibrium geometry. The level of theory is the ωB97M-V functional and the def2-TZVPD basis.

Properties
F_max (eV/A): 4.3
Multiplicity: 1
Highest occupied orbital energy (eV): -7.869
Gap between HOMO and LUMO (eV): 8.6
SMILES: [H]/N=C(\SC)[C@H]1CC=CS1
M (g/mol): 159.28
Energy relative to the best compared isomer or geometry (same formula, charge and spin) (kcal per mole): 57.3

CARTESIAN COORDINATES (ANGSTROEM)
1 H 1.7579 1.3847 -0.1087
2 N 0.9234 1.0493 0.3535
3 C 0.4799 -0.1165 0.2391
4 S 1.3835 -1.6139 -0.1387
5 C 3.0667 -0.8896 -0.4595
6 C -1.0782 -0.3669 0.9345
7 C -2.0998 0.7503 0.5056
8 C -2.7389 0.1830 -0.7289
9 C -2.6814 -1.1489 -0.8518
10 S -1.6337 -1.9540 0.2780
11 H 3.2652 0.1235 -0.9474
12 H 3.5829 -1.7009 -0.9464
13 H 3.4423 -0.9098 0.5538
14 H -0.6681 -0.4164 2.0341
15 H -1.7470 1.7989 0.2051
16 H -2.8992 0.7180 1.2952
17 H -3.3304 0.9223 -1.2183
18 H -3.0422 -1.6796 -1.6820

Here are the Mulliken charges for atoms 1 to 4, given in e: H 0.24; N -0.59; C 0.19; S -0.04



No. 6
This record from OMol25 describes C5H12OS in the gas phase in a non-equilibrium geometry. The level of theory is the ωB97M-V functional and the def2-TZVPD basis.

Properties
F_max (eV/A): 4.5
Multiplicity: 1
Highest occupied orbital energy (eV): -8.777
Gap between HOMO and LUMO (eV): 9.6
SMILES: CSCCCCO
M (g/mol): 120.22
Energy relative to the best compared isomer or geometry (same formula, charge and spin) (kcal per mole): 56.7

CARTESIAN COORDINATES (ANGSTROEM)
1 C -1.3401 -0.3344 2.7867
2 S -1.0131 1.0030 1.5065
3 C -1.0901 -0.1080 -0.0413
4 C 0.0547 -1.1356 -0.4010
5 C 1.4558 -0.6212 -0.6414
6 C 1.7092 0.4237 -1.7248
7 O 1.2532 0.1091 -3.0813
8 H -2.4057 -0.5309 2.9656
9 H -0.8665 -0.1513 3.6591
10 H -0.9305 -1.4692 2.6555
11 H -1.2346 0.4060 -0.9416
12 H -2.1316 -0.4309 0.0670
13 H -0.2208 -1.5753 -1.3267
14 H 0.0698 -1.6959 0.5369
15 H 1.9411 -0.4438 0.3255
16 H 2.0892 -1.5774 -0.9668
17 H 2.8523 0.6493 -1.7377
18 H 1.1147 1.4428 -1.3843
19 H 1.1697 -0.8917 -3.1762

Here are the Mulliken charges for atoms 1 to 4, given in e: C -0.92; S -0.07; C -1.04; C -0.26



- What is the multiplicity in the second record?
  1